[1]
10
Properties=species:S:1:pos:R:3:nbo_charge:R:1 method="wB97M-V/def2-TZVPD" homo_energy_ev="-19.3 / -20.0" charge=+2 lumo_ev="-10.921 / -12.488" gap_ha="0.307 / 0.277" multiplicity=2
O 0.16 0.39 -1.42 -0.617
O 0.49 1.69 -3.31 -0.362
C 0.36 1.08 -2.36 1.072
Zn 0.67 -3.91 1.84 0.989
O -0.26 -1.74 0.51 -0.362
C -0.57 -0.68 0.88 0.722
H -0.33 0.25 1.95 0.249
C -0.22 0.70 0.61 -0.396
H 0.84 0.92 0.82 0.356
H -1.13 1.30 0.46 0.348

***

[2]
10
Properties=species:S:1:pos:R:3:nbo_charge:R:1 method="wB97M-V/def2-TZVPD" smiles="O=C(O)/C(O)=C/[O-]" homo_energy_ev=-2.2 charge=-1 lumo_ev=4.030 gap_ha=0.230
O 1.00 2.84 0.54 -0.731
C 1.32 1.65 0.75 0.643
O 2.46 1.24 1.40 -0.736
C 0.64 0.47 0.28 -0.195
O 1.15 -0.82 0.54 -0.788
C -0.91 0.40 -0.52 0.362
O -1.36 -0.65 -0.83 -0.657
H 2.44 0.29 1.14 0.492
H 0.80 -1.48 -0.09 0.488
H -1.28 1.44 -0.59 0.123

***

[3]
11
Properties=species:S:1:pos:R:3:nbo_charge:R:1 method="wB97M-V/def2-TZVPD" smiles="C#C[C@@H](O)P(=O)([O-])[O-]" homo_energy_ev=0.1 charge=-2 lumo_ev=6.890 gap_ha=0.251
C 2.30 1.19 0.26 -0.485
C 1.36 0.50 0.02 0.125
C 0.38 -0.40 -0.33 -0.391
O 0.49 -1.69 0.34 -0.804
P -1.49 0.16 -0.04 2.366
O -1.49 1.15 1.07 -1.227
O -2.00 -1.25 0.36 -1.239
O -1.89 0.59 -1.46 -1.244
H 2.47 2.06 0.78 0.193
H 0.41 -0.47 -1.49 0.195
H -0.52 -1.85 0.48 0.511

***

[4]
12
Properties=species:S:1:pos:R:3:nbo_charge:R:1 method="wB97M-V/def2-TZVPD" homo_energy_ev=-0.1 charge=-2 lumo_ev=5.455 gap_ha=0.205
C 0.67 -0.79 0.41 -0.214
C -0.77 -1.02 0.42 -0.435
C -0.13 0.31 0.34 -0.587
O -0.46 0.49 -2.37 -1.222
O -1.88 1.96 -0.63 -1.219
O 0.70 2.28 -0.99 -1.228
O 3.08 -1.28 1.24 -1.038
P -0.54 1.41 -1.16 2.390
S 1.83 -1.93 0.72 0.888
H -1.18 -1.43 -0.52 0.220
H -1.38 -1.30 1.33 0.166
H 0.05 1.29 1.20 0.278

***

[5]
8
Properties=species:S:1:pos:R:3:nbo_charge:R:1 method="wB97M-V/def2-TZVPD" homo_energy_ev=-9.1 charge=0 lumo_ev=-0.222 gap_ha=0.327
C -1.13 -1.29 1.80 -0.085
C -0.58 -0.77 0.85 -0.448
C 0.27 0.91 -1.65 -1.005
O 1.96 0.16 0.51 -1.003
P 0.65 0.16 -0.12 1.783
H -1.48 -1.72 2.66 0.234
H -0.81 1.04 -2.02 0.263
H 1.12 1.51 -2.03 0.260

***

[6]
7
Properties=species:S:1:pos:R:3:nbo_charge:R:1 method="wB97M-V/def2-TZVPD" smiles="[H]/P=C/C#C" homo_energy_ev=-8.9 charge=0 lumo_ev=-0.804 gap_ha=0.296
H 3.04 0.64 0.12 -0.036
P 1.94 -0.33 -0.08 0.396
C 0.37 0.52 -0.02 -0.585
C -0.81 -0.23 -0.02 -0.105
C -1.85 -0.81 0.00 -0.172
H 0.07 1.64 -0.03 0.257
H -2.76 -1.43 0.02 0.245

***

[7]
7
Properties=species:S:1:pos:R:3:nbo_charge:R:1 method="wB97M-V/def2-TZVPD" homo_energy_ev="-9.8 / -9.8" charge=0 lumo_ev="-2.400 / -2.400" gap_ha="0.273 / 0.273"
C 2.60 2.59 -1.02 0.087
C 2.40 1.36 -0.91 -0.848
C 0.19 -0.06 0.19 -1.056
P 2.02 -0.01 0.12 1.015
H -0.53 0.10 -0.68 0.280
H -0.24 0.76 0.92 0.283
H -0.11 -1.02 0.60 0.240

***

[8]
7
Properties=species:S:1:pos:R:3:nbo_charge:R:1 method="wB97M-V/def2-TZVPD" smiles=C#CC homo_energy_ev=-9.3 charge=0 lumo_ev=0.986 gap_ha=0.379
C 0.92 1.16 -0.92 -0.293
C 0.27 0.24 -0.25 0.021
C -0.63 -0.45 0.65 -0.700
H 1.60 1.31 -1.74 0.234
H -1.19 -0.01 1.36 0.244
H -1.11 -1.16 -0.11 0.245
H 0.14 -1.10 1.01 0.248

***

Copy entry 1 word for word.
10
Properties=species:S:1:pos:R:3:nbo_charge:R:1 method="wB97M-V/def2-TZVPD" homo_energy_ev="-19.3 / -20.0" charge=+2 lumo_ev="-10.921 / -12.488" gap_ha="0.307 / 0.277" multiplicity=2
O 0.16 0.39 -1.42 -0.617
O 0.49 1.69 -3.31 -0.362
C 0.36 1.08 -2.36 1.072
Zn 0.67 -3.91 1.84 0.989
O -0.26 -1.74 0.51 -0.362
C -0.57 -0.68 0.88 0.722
H -0.33 0.25 1.95 0.249
C -0.22 0.70 0.61 -0.396
H 0.84 0.92 0.82 0.356
H -1.13 1.30 0.46 0.348

***

What did the eighth record say?
7
Properties=species:S:1:pos:R:3:nbo_charge:R:1 method="wB97M-V/def2-TZVPD" smiles=C#CC homo_energy_ev=-9.3 charge=0 lumo_ev=0.986 gap_ha=0.379
C 0.92 1.16 -0.92 -0.293
C 0.27 0.24 -0.25 0.021
C -0.63 -0.45 0.65 -0.700
H 1.60 1.31 -1.74 0.234
H -1.19 -0.01 1.36 0.244
H -1.11 -1.16 -0.11 0.245
H 0.14 -1.10 1.01 0.248